{
  "formula": "C6H14NO",
  "method": "ωB97M-V/def2-TZVPD",
  "species": ["C", "C", "C", "C", "C", "C", "N", "H", "H", "H", "H", "H", "H", "H", "H", "H", "H", "H", "H", "H", "H", "O"],
  "coordinates": [[0.17138, -0.65564, -1.03109], [-0.82833, 0.47550, -0.92628], [-0.46601, 1.61387, -0.01180], [-1.39650, 2.20998, 0.72082], [1.28977, 3.30079, 0.38512], [0.93699, 2.10679, -0.07283], [0.24092, -1.41332, 0.27371], [1.17088, -0.23922, -1.15949], [0.11168, -1.31118, -1.89468], [-1.76377, -0.02587, -0.63741], [-1.12395, 0.80453, -1.92271], [-2.43639, 1.91131, 0.73243], [-1.23421, 3.03483, 1.40021], [0.64469, 3.99755, 0.90574], [2.28326, 3.71453, 0.25755], [1.67280, 1.52714, -0.61103], [-0.26749, -2.26175, 0.18714], [-0.03907, -0.76774, 1.01271], [1.17869, -1.74981, 0.48512], [0.40473, -5.75470, 0.18114], [-0.66383, -5.51252, 1.00307], [0.11375, -5.00508, 0.72259]],
  "atomic_forces_ev_per_a": [[1.80, 1.10, -0.41], [-1.35, -1.20, -0.43], [0.54, 0.01, 0.00], [-0.71, -0.07, 0.64], [0.62, 0.51, 0.12], [-0.54, 0.51, 0.04], [1.03, 0.52, -0.73], [0.00, 0.02, 0.11], [-0.75, -0.37, 0.30], [-0.09, 0.41, 0.42], [0.60, 0.25, -0.22], [0.00, -0.35, -0.27], [0.44, 0.09, -0.16], [-0.33, -0.25, -0.11], [0.12, -0.38, -0.06], [0.08, 0.00, -0.01], [-1.33, -0.95, 0.52], [-0.40, -0.34, 0.31], [0.30, 0.25, 0.00], [1.08, 0.56, -0.42], [-0.44, 0.89, 0.78], [-0.66, -1.20, -0.40]],
  "charge": 1,
  "relative_energy_kcal_mol": 36.45,
  "lumo_ev": -3.2,
  "molar_mass_g_mol": 116.184,
  "multiplicity": 1
}